# 1
20
Properties=species:S:1:pos:R:3:forces:R:3 method="wB97M-V/def2-TZVPD" multiplicity=1 lumo_ev=-2.240 e_above_lowest_kcal_mol=107.1 homo_ev=-8.3663 molar_mass_g_mol=131.20 orbital_gap_ev=6.126 energy_ha=-762.48233
C -0.3331 0.5369 0.2196 -1.700 -3.082 0.988
C -0.5884 0.5894 -1.2302 0.067 1.278 -1.554
S 0.9387 0.8516 -2.1133 -0.157 0.936 0.464
N -1.4605 0.2400 1.0661 -0.148 0.220 0.221
H 0.0097 1.6275 0.5240 0.797 1.463 -0.059
H 0.4920 -0.1368 0.4808 0.253 0.675 -0.036
H -1.3012 1.3787 -1.5199 0.104 -0.135 0.332
H -1.0513 -0.2950 -1.6853 0.205 -0.463 0.813
H 0.4244 2.4146 0.1259 0.574 -1.034 -0.720
H -1.8327 1.0089 1.6021 -0.215 0.313 -0.323
H -1.3642 -0.5210 1.7245 0.591 -0.071 -0.125
H 2.5841 -1.1058 2.5224 0.717 -0.616 0.709
H 2.8606 -0.9474 0.9638 -0.026 -0.204 0.303
O 2.2798 -0.7329 1.7167 -0.768 0.785 -1.163
H -4.0683 -1.1851 -0.0855 0.258 0.201 -0.001
H -2.9318 -0.0941 -0.0235 -0.466 -0.416 0.202
O -3.8512 -0.2722 -0.3072 -0.145 0.090 -0.257
H 2.3372 -0.8708 -1.3893 -0.215 -0.001 0.313
H 3.7830 -1.0997 -1.5901 0.225 -0.231 0.262
O 3.0732 -1.3868 -1.0015 0.049 0.290 -0.368

***

# 2
20
Properties=species:S:1:pos:R:3:forces:R:3 method="wB97M-V/def2-TZVPD" multiplicity=1 smiles="C/C=C/CNC.O" lumo_ev=0.787 e_above_lowest_kcal_mol=86.3 homo_ev=-8.4460 molar_mass_g_mol=103.16 orbital_gap_ev=9.233 energy_ha=-328.18128
C 1.4519 1.0344 1.1484 -2.680 -2.953 -1.762
N 1.5660 0.3394 -0.1909 -0.791 0.268 -0.793
C 0.6966 0.9157 -1.3743 -0.309 1.068 0.828
C -2.8117 0.0506 0.0978 -0.015 -1.745 -0.423
C -1.8066 0.3347 -0.9246 3.459 3.570 1.907
C -0.7324 1.2186 -0.7881 -0.566 -4.265 -2.321
H 1.5320 2.0711 1.0818 -0.151 1.993 0.018
H 2.1906 0.6604 1.8124 0.758 -0.489 0.418
H 0.4337 0.6604 1.5020 1.299 1.088 0.066
H 2.5234 0.4460 -0.4802 0.308 -0.062 -0.334
H 1.0478 1.9578 -1.4893 0.467 -0.417 -0.785
H 0.7966 0.3115 -2.3858 -0.267 0.984 2.456
H -2.4846 0.2319 1.0806 0.459 0.672 1.190
H -3.0155 -1.0463 0.0891 -0.030 0.682 -0.184
H -3.7014 0.5472 -0.1039 -1.999 0.834 -0.106
H -1.8843 -0.1530 -1.8217 0.355 -1.942 -1.899
H -0.6938 2.0969 -0.2232 -0.308 0.697 1.743
H 1.9306 -3.4655 1.6732 -0.399 -1.871 -2.415
H 1.0413 -4.0512 0.3898 2.253 0.066 1.616
O 1.9198 -4.1606 0.9070 -1.842 1.823 0.781

***

# 3
13
Properties=species:S:1:pos:R:3:forces:R:3 method="wB97M-V/def2-TZVPD" multiplicity=1 smiles="NCCC(=O)O" lumo_ev=0.789 e_above_lowest_kcal_mol=36.5 homo_ev=-9.8779 molar_mass_g_mol=89.09 orbital_gap_ev=10.666 energy_ha=-323.72285
C -0.7179 -0.2200 0.6911 1.182 -1.334 2.446
C 0.2878 0.4878 -0.1737 -1.422 3.033 0.009
C 0.5404 -0.0846 -1.4891 2.614 -2.375 -1.424
O 0.1294 0.5212 -2.6651 1.033 -0.254 1.535
O 1.2718 -1.0703 -1.6018 -1.086 1.155 0.125
N -0.1946 -0.0992 2.1280 -1.734 -0.260 -0.268
H -1.5401 0.4181 0.6403 -1.865 0.394 0.275
H -1.0138 -1.2545 0.4256 0.426 0.526 -0.104
H -0.2639 1.4613 -0.3908 1.328 -0.675 0.376
H 1.1819 0.7088 0.4659 -0.487 -0.388 -1.218
H 0.8779 0.1654 -3.1909 -0.912 0.161 -0.641
H 0.4364 -0.8600 2.3623 -0.073 -0.013 -0.236
H -0.9954 -0.1740 2.7984 0.996 0.030 -0.874